[1]
71
Properties=species:S:1:pos:R:3:forces:R:3:mulliken_spin:R:1 method="wB97M-V/def2-TZVPD" spin_multiplicity=2 homo_energy_ev="-8.2596 / -7.2655"
H 2.748768 -6.469127 0.690554 0.0 0.0 0.0 0.000
N 2.009068 -1.823069 4.637737 0.0 0.2 0.0 0.000
C -1.802607 3.529304 1.273876 0.1 -0.1 0.1 -0.007
C 0.786789 -3.720352 0.367060 0.0 0.0 0.0 -0.008
H 1.667372 -0.887949 2.090062 0.0 0.0 0.0 0.004
C -3.803595 0.604295 0.495380 0.1 0.2 0.0 0.006
H -2.419058 -1.186918 1.934851 0.0 -0.1 0.0 0.002
C -0.895395 2.478355 0.975025 0.2 0.2 -0.1 -0.008
C -1.567449 -1.840432 3.812970 0.0 0.1 0.0 -0.002
O -0.367835 5.344033 1.948041 0.0 0.0 0.0 0.000
H 6.004077 -0.843812 4.308857 0.0 0.0 0.0 0.000
C -4.915181 0.492081 1.318308 0.0 -0.1 0.2 0.001
C 0.770028 -1.147283 2.629969 0.0 0.0 0.1 -0.007
H 8.339076 2.511549 1.124738 0.0 0.0 0.0 0.000
C 2.489784 -5.437368 0.494248 -0.1 0.0 0.0 0.000
S 4.096324 -1.879625 -0.565131 0.1 0.0 0.0 0.002
H 2.764013 0.181951 -0.760429 0.0 0.0 0.0 0.004
C -3.562919 -0.341226 -0.487741 0.0 0.0 -0.3 -0.028
C -3.035756 2.948409 1.061537 -0.1 0.2 0.0 0.000
C 0.619352 2.410730 1.023741 -0.1 0.2 0.1 -0.010
C 3.298589 -1.279314 4.506838 -0.1 -0.2 0.0 0.000
C -0.394445 -1.974136 4.527878 0.0 -0.1 0.1 -0.004
O 1.138545 1.319581 0.674589 0.0 -0.2 0.1 0.020
H 0.395404 -5.748962 0.882351 0.0 0.0 0.0 0.000
H -5.092733 1.194950 2.117968 0.0 0.1 0.0 0.000
H 4.509263 -4.865415 0.049266 0.0 0.0 0.0 0.000
C 6.991541 0.800744 3.333484 0.0 0.0 0.0 0.000
H 1.997814 -2.526263 5.360658 0.0 0.0 0.0 0.000
N -0.367007 -0.996004 1.952643 0.0 -0.1 -0.1 0.027
C -5.567037 -1.516145 0.151329 0.1 0.1 0.0 0.001
C 3.108451 -3.224102 -0.105594 0.1 -0.1 0.0 0.000
H 7.915636 3.824869 2.215032 0.0 0.0 0.0 0.000
C 8.086345 2.749548 2.160371 0.0 0.0 0.0 0.000
C 4.616127 0.524714 3.414734 -0.2 -0.1 0.0 0.000
O 1.229968 3.412959 1.425777 0.1 0.0 0.0 -0.001
H -6.256132 -2.338738 0.015914 0.0 0.0 0.0 0.000
C 5.588172 2.418093 2.298863 0.0 0.0 0.0 0.000
H -4.246009 -2.127537 -1.429591 0.0 0.0 0.0 0.001
C 6.872712 1.980721 2.612207 0.0 0.0 0.0 0.000
C -1.605511 4.941093 1.756014 0.0 0.0 0.0 0.001
C 1.151705 -5.026449 0.605833 0.0 0.0 0.0 -0.008
H 3.487075 2.066499 2.418229 -0.1 0.0 0.0 0.000
O -2.553891 5.655329 1.964817 -0.1 0.0 0.0 0.000
H 2.574707 0.318713 3.470096 0.0 0.0 0.0 0.000
H 5.449778 3.336566 1.739977 0.0 0.0 0.0 0.000
H -6.657182 -0.645855 1.783267 0.0 0.0 0.0 0.000
Cl -4.572136 3.670404 1.104355 0.0 -0.1 0.0 0.001
C -0.424322 -0.120383 -1.836787 -0.1 -0.5 0.8 -0.230
C -1.520330 -1.334665 2.522751 0.0 0.1 0.1 -0.006
C -4.443609 -1.398621 -0.654580 0.0 0.0 0.0 0.010
H -2.698863 -0.252349 -1.130101 0.0 0.0 0.1 -0.004
N -2.849872 1.660051 0.684494 -0.2 -0.3 -0.1 0.004
N 3.416664 -0.154295 3.756451 -0.1 0.1 -0.1 0.000
C -5.793996 -0.566084 1.135691 0.0 0.0 0.0 -0.001
C 2.699344 -0.880393 -0.562214 0.1 0.1 0.0 -0.003
H -2.517504 -2.108955 4.253300 0.0 0.0 0.0 0.000
S -0.540873 -0.125697 -3.364899 0.0 0.1 -0.4 -0.173
H 0.299071 4.619480 1.743181 0.1 -0.1 0.0 0.000
H 8.954943 2.512187 2.774277 0.0 0.0 0.0 0.000
C 5.884340 0.063774 3.739437 0.1 0.0 0.0 0.000
C 4.471468 1.703599 2.690446 0.0 0.1 -0.1 0.000
Ni -0.124787 -0.198194 0.002830 0.0 0.4 -0.6 1.366
C 0.817436 -1.620541 3.938410 0.2 0.0 -0.1 0.005
H -0.405595 -2.357174 5.541530 0.0 0.0 0.0 0.000
H 7.978585 0.439315 3.599644 0.0 0.0 0.0 0.000
O 4.213628 -1.835522 5.076633 0.0 -0.1 0.1 0.000
H -0.241541 -3.393170 0.445345 0.0 0.0 0.0 -0.014
N 1.584410 -1.452467 -0.249679 0.1 -0.2 0.0 0.026
N -1.533000 1.385136 0.604613 0.0 0.0 0.3 0.023
C 3.478893 -4.548620 0.135352 0.0 0.1 0.0 -0.001
C 1.782075 -2.808286 0.013016 -0.1 0.2 -0.1 0.014

[2]
19
Properties=species:S:1:pos:R:3:forces:R:3:nbo_charge:R:1 method="wB97M-V/def2-TZVPD" de_lowest_kj_mol=161.1 homo_energy_ev=-10.6330 smiles=CCC.CC
H 1.150985 -0.646597 0.699780 -0.4 -0.3 0.2 0.207
C -1.698440 -1.018011 1.626379 -1.9 0.5 0.3 -0.622
H 0.143480 3.445530 -2.922078 -0.3 -0.8 1.0 0.213
C 0.077945 2.597837 -2.188892 -0.9 -1.4 0.4 -0.612
H 0.074865 2.850818 -1.089154 0.1 0.4 -1.3 0.206
H -2.708370 -1.542391 1.772974 1.7 0.3 0.5 0.217
H -0.448276 -2.549494 0.647829 -0.6 1.4 2.2 0.184
H 1.694406 -2.161637 1.508908 -1.2 0.6 -0.6 0.214
H -0.834932 1.921097 -2.297190 0.2 1.9 -0.2 0.202
H -1.675204 -0.101693 2.226695 0.1 -0.4 0.4 0.207
C -0.467982 -1.860320 1.659465 0.3 -3.7 -2.5 -0.403
H 0.798748 0.769972 -1.720426 -0.4 -2.6 0.9 0.202
C 1.068700 1.456684 -2.431090 4.0 3.8 -0.2 -0.597
H -0.558911 -2.651311 2.437684 0.4 0.7 -0.2 0.207
H 1.406232 -0.839930 2.452967 -1.1 0.3 -0.4 0.202
H 1.158400 1.249032 -3.475497 -0.6 -1.0 -0.5 0.210
H 2.200768 1.729143 -2.199768 -2.1 -0.2 -0.1 0.178
H -1.898545 -0.650301 0.655769 0.3 0.6 -1.4 0.205
C 0.935835 -1.313230 1.551056 2.5 0.0 1.3 -0.619

[3]
7
Properties=species:S:1:pos:R:3:forces:R:3:nbo_charge:R:1 method="wB97M-V/def2-TZVPD" de_lowest_kj_mol=556.7 homo_energy_ev="-9.5641 / -9.5703"
O -0.260410 2.129394 0.658550 0.2 -1.0 -0.4 -0.270
N -0.015462 0.117982 -0.204274 -0.8 4.1 0.1 0.136
N 0.511888 -0.726711 0.596711 0.5 -1.8 0.6 -0.576
H 0.853785 -0.352262 1.471067 -0.2 0.0 -0.3 0.411
N -0.566221 -0.137341 -1.259972 0.0 -1.9 -0.4 -0.432
H 0.404940 -1.731568 0.451384 0.0 0.3 0.0 0.375
H -0.928520 0.700506 -1.713466 0.3 0.3 0.5 0.355

[4]
9
Properties=species:S:1:pos:R:3:forces:R:3:nbo_charge:R:1 method="wB97M-V/def2-TZVPD" de_lowest_kj_mol=213.4 homo_energy_ev=-8.4591
S -1.884503 -0.505139 -0.349417 -0.5 -0.4 0.1 -0.342
O 0.134104 1.907232 -1.918636 0.1 -0.3 -0.5 -1.066
P -2.192841 -0.315262 -2.245682 0.2 -0.1 0.2 0.432
P -0.083062 1.649633 -0.482415 1.0 0.8 1.7 1.431
N 1.303640 1.013780 0.207543 -0.6 -0.4 -0.3 -0.817
H 3.074657 1.577818 1.011658 -0.4 -0.8 0.2 0.154
H 2.621887 -0.224492 1.248445 -0.2 -0.5 0.0 0.166
H -0.969047 0.395417 -2.397671 -0.2 -0.1 -1.0 -0.015
C 2.336290 0.740009 0.854094 0.6 2.0 -0.4 0.057

[5]
16
Properties=species:S:1:pos:R:3:forces:R:3:nbo_charge:R:1 method="wB97M-V/def2-TZVPD" de_lowest_kj_mol=216.9 homo_energy_ev=-9.9170 smiles=OC1CC1.CO
C 0.671280 -0.391283 0.954818 0.2 0.0 0.1 -0.477
C -0.456951 -0.182875 1.901481 0.0 -0.3 -0.1 0.078
C 0.513814 0.415826 -2.516838 0.1 0.3 -0.3 -0.252
H -1.207595 1.174779 3.006232 0.2 0.1 0.1 0.471
C -0.675172 0.142237 0.466943 -0.2 0.1 0.0 -0.462
H -0.940707 -1.096743 2.248692 0.1 0.2 0.1 0.174
H -0.376711 0.972285 -2.837442 0.1 -0.1 0.0 0.165
O 0.151193 -0.851627 -2.014786 0.2 -0.2 -0.1 -0.741
O -0.320556 0.831120 2.843549 -0.2 0.2 0.2 -0.697
H 1.035658 1.032837 -1.771212 -0.1 -0.2 -0.1 0.164
H 1.175016 0.282879 -3.379002 -0.1 0.1 0.0 0.173
H -0.657495 1.189306 0.174104 0.0 -0.2 0.2 0.227
H 1.007374 -1.413497 0.783339 -0.2 0.2 -0.1 0.222
H -1.354678 -0.467444 -0.120680 0.2 0.0 0.2 0.238
H 0.441952 -0.877646 -1.097472 -0.1 -0.1 -0.2 0.484
H 1.473199 0.341117 0.988958 -0.1 -0.1 0.1 0.234